# C9H14O

A 2-piece molecular cluster, C9H14O overall (wB97M-V/def2-TZVPD, OMol25).

Geometry as XYZ:
```
24
Properties=species:S:1:pos:R:3:forces:R:3
C -1.5507 -4.5070 0.6883 0.5 0.3 0.0
C -1.3116 -3.0271 0.3028 -0.4 -1.1 -0.5
H -0.6730 -5.1106 0.4551 0.1 0.1 0.0
H -1.6550 -4.5847 1.7636 -0.5 -0.3 0.1
H -2.3586 -4.9792 0.1340 -0.3 0.1 0.3
H -0.4473 -3.0498 -0.3569 0.1 0.5 0.1
H -1.1775 -2.3772 1.1593 0.3 0.0 0.1
H -2.1486 -2.6162 -0.2640 0.0 0.0 0.0
C -0.2824 0.1780 -2.7287 -0.7 0.0 0.4
C 0.8933 1.6241 1.1098 1.1 0.2 -0.7
C 0.5756 0.2879 0.9470 -0.2 0.2 0.3
C 0.6989 2.5077 0.0542 -1.5 0.8 0.5
C 0.0785 -0.1054 -0.2836 0.0 -0.3 -0.7
C 0.0634 2.1408 -1.1218 0.3 -0.7 0.6
C -0.1178 0.7702 -1.3474 0.5 0.2 -0.2
O 1.4857 2.1130 2.2629 -0.2 -0.2 0.4
H 0.7344 -0.3985 1.7690 0.0 -0.1 -0.1
H 2.4426 2.1462 2.1609 -0.1 0.0 -0.1
H 0.7853 3.5687 0.2497 0.4 0.0 0.1
H -0.1466 -1.1394 -0.5280 0.3 0.2 0.4
H -0.3188 2.9347 -1.7471 0.4 -0.2 -0.6
H -0.2737 0.9597 -3.4850 -0.2 -0.1 -0.1
H -1.1904 -0.4270 -2.7841 -0.2 0.2 -0.2
H 0.5135 -0.5340 -2.9398 0.3 0.2 0.0
```
Forces are in eV/Å.

## Properties
structure (SMILES)	Cc1ccc(O)cc1.CC
energy above the lowest of the compared OMol25 structures with the same formula, charge and spin	84.7	kJ/mol
LUMO level	0.87	eV
gap between HOMO and LUMO	9.53	eV
HOMO	-8.7	eV

Mulliken population analysis, charges in e, atoms 1 to 6: number 1, C, carries -0.98; number 2, C, carries -0.72; number 3, H, carries 0.27; number 4, H, carries 0.28; number 5, H, carries 0.28; number 6, H, carries 0.29